ORCA calculation (ωB97M-V/def2-TZVPD) on C39H49MoN10O3PS3 as an isolated structure.

Geometry as XYZ:
```
106
Properties=species:S:1:pos:R:3:forces:R:3
C 3.4455 2.0374 0.5896 0.110 -0.762 -0.233
S -4.0309 -1.0923 -1.1750 -0.094 -0.439 -0.299
N 0.3689 3.8962 -0.7679 0.113 -0.200 0.619
H -2.2734 0.6200 5.1848 -0.047 0.004 0.021
N 1.2756 -2.0569 -0.9955 0.857 -0.977 -0.045
H 4.5472 4.3901 -0.6023 -0.018 0.050 -0.055
H 3.2566 1.5034 -0.3421 0.037 0.054 0.222
H 1.7386 4.5660 3.4633 0.015 -0.157 0.048
C 2.6820 -1.4803 0.8657 0.524 0.000 0.267
H 1.7009 -4.1209 -3.6018 -0.045 0.010 -0.058
C 5.3549 0.0718 -4.5278 0.173 0.109 -0.117
C -2.7621 0.2810 3.1120 0.137 -0.002 0.003
N 8.0551 1.8254 -5.8340 0.329 0.073 -0.202
C -0.5393 0.2581 3.9693 0.067 -0.095 -0.358
H 5.8704 -0.7210 -5.0481 0.006 -0.045 -0.085
O 0.3837 1.7192 0.5427 0.051 -0.911 -0.065
C -4.6885 -3.4698 -2.2398 -0.429 -0.050 -0.424
H -4.4398 -3.4639 -3.3093 -0.070 -0.032 0.159
C 3.3328 4.3242 1.1760 0.177 0.431 -0.024
H -2.3025 -0.8881 -5.4680 0.008 0.004 0.024
O 2.2144 0.2272 3.1163 -0.341 -0.199 0.009
O 3.7215 -1.4570 1.4744 -0.300 -0.198 -0.359
H -1.3715 3.3600 -1.8590 0.000 0.039 0.188
C 2.4363 0.5558 -2.3294 -0.800 -0.243 0.497
H -1.0144 -1.8102 -4.6719 -0.067 -0.003 0.004
H 3.9135 -4.4657 -2.4910 0.056 -0.089 -0.002
H 0.0746 -2.5546 -2.5914 0.144 0.013 0.055
C -1.8992 0.4075 4.1934 0.059 -0.067 -0.247
H 4.3380 -3.2559 -0.3190 0.043 0.058 0.050
H 3.7634 -1.1732 -3.8194 0.029 -0.020 0.027
H -2.8949 -0.1153 0.9996 0.074 0.025 0.146
H 1.5806 1.8380 -4.8574 -0.020 -0.023 0.022
H -2.2922 -1.0369 -3.6964 0.011 -0.024 -0.079
H 2.0059 4.9445 -1.5755 0.057 0.082 0.028
H 1.1717 5.7965 -0.2644 0.009 0.104 0.002
C -5.3660 -2.1667 -1.8298 -0.046 0.170 0.363
C -2.9477 -2.4333 -0.9955 -0.350 -0.021 -0.170
C 4.6551 4.1274 0.4510 0.014 -0.027 0.166
N 2.5448 3.1971 0.6860 -0.803 0.025 0.187
C -0.6818 0.9655 -3.3675 0.146 0.640 0.175
H 0.1109 2.7118 -5.3680 0.031 0.087 -0.062
N -0.9397 -0.1810 1.6439 -0.102 0.138 0.876
C 1.3501 -0.1910 2.3859 0.206 0.431 0.645
C -0.1169 3.8767 4.3007 0.056 0.108 -0.169
H -0.3866 0.5410 -5.3112 0.015 0.089 0.069
H 0.1390 5.3566 -3.0973 0.038 0.021 -0.078
C 3.4199 -3.1365 -0.8747 -0.175 0.179 0.067
H -0.6182 5.9056 3.7544 -0.011 0.037 0.014
H -1.4821 6.1227 -0.6322 -0.029 0.076 0.035
C -1.6695 -0.9400 -4.5830 -0.180 -0.333 -0.091
C 5.8920 1.3603 -4.5430 -0.730 -0.068 0.455
N 0.3790 3.9774 1.9765 0.391 -0.466 -0.954
H 5.3230 2.4250 1.5925 0.066 -0.019 -0.012
C -0.9841 4.4784 2.1728 -0.459 0.220 -0.177
S -1.5205 0.5651 -1.9139 0.144 -0.023 0.376
C 3.1764 -3.8050 -2.0619 -0.329 0.166 0.060
H 0.3081 2.4604 -2.4824 -0.066 -0.050 0.019
C -0.1080 -0.0286 2.6814 -0.174 0.167 0.812
C 2.4558 -2.2691 -0.3813 0.288 -0.367 -0.349
P 0.9059 3.1345 0.6362 0.129 0.411 -0.130
H -6.0887 -2.3080 -1.0279 -0.030 -0.051 -0.079
H 0.2329 6.8836 -2.2041 0.044 0.024 -0.065
H 3.3064 1.3489 1.4278 -0.036 0.081 -0.129
C -1.2896 5.4747 -1.4863 0.129 -0.091 -0.030
C -1.0299 4.9030 3.6396 0.031 -0.159 -0.081
C 4.8667 2.6245 0.6243 -0.062 0.119 -0.087
Mo 0.1747 -0.4023 -0.2223 -1.857 0.960 -1.136
N 1.5014 -0.8458 1.1887 0.692 -0.071 0.566
C 3.5615 0.8497 -3.1267 0.563 0.089 -0.299
C 0.0607 5.8149 -2.1102 -0.031 -0.005 0.206
C 0.7995 2.5349 -4.5409 -0.007 -0.119 -0.175
H 2.8492 5.2747 0.9684 -0.012 0.050 0.050
C 7.0882 1.6176 -5.2565 0.337 0.077 -0.187
H 3.4995 4.2332 2.2536 -0.019 0.090 0.007
H -1.1919 5.3144 1.5018 -0.052 -0.082 0.005
H -0.6366 2.9238 4.4027 -0.007 -0.009 0.035
H -1.6847 3.7484 -0.1787 -0.036 -0.004 -0.062
H -5.3272 -4.3297 -2.0324 0.050 0.077 -0.059
H -2.1128 5.5721 -2.1907 -0.076 0.005 0.070
H 5.6747 3.3897 -3.8795 0.069 0.092 -0.002
H 1.5340 2.8021 3.3244 0.051 0.022 0.060
H -5.8412 -1.6530 -2.6629 0.017 -0.090 0.045
C 1.0163 3.7624 3.2869 0.391 -0.029 0.347
C 1.0296 5.1557 -1.1387 0.311 0.268 -0.211
C 1.0378 -2.7352 -2.1251 -0.370 0.149 -0.235
H -1.7242 3.6866 1.9956 0.008 0.054 -0.017
H -2.0427 4.8922 4.0369 -0.020 0.074 -0.035
H 1.2728 3.4743 -4.2763 0.017 0.068 -0.036
N 0.0740 2.0539 -3.3851 -0.208 -0.189 -0.125
H 0.1986 0.3496 4.7535 0.022 0.017 0.007
H 5.4622 4.7179 0.8767 0.018 0.065 0.001
C -2.2420 -0.0114 1.8599 -0.411 0.082 -0.060
H 3.6069 2.9275 -2.5922 -0.018 0.075 0.068
C 4.0984 2.1422 -3.1493 -0.060 -0.210 0.021
C 1.5099 0.2774 -1.5889 0.807 0.437 -0.548
C 5.2536 2.3971 -3.8555 0.129 -0.118 -0.165
S -1.4287 -2.4623 -0.2606 0.280 -0.136 0.171
C 1.9492 -3.6026 -2.6883 0.215 -0.045 0.133
N -3.4679 -3.5595 -1.4700 0.376 0.234 0.351
H -2.9379 -4.4184 -1.4300 0.072 0.031 0.021
C -1.0830 4.0283 -1.0422 -0.487 -0.160 -0.139
N -0.8839 0.2658 -4.4761 0.364 0.234 -0.241
H -3.8277 0.3998 3.2382 -0.045 -0.013 -0.060
H 0.2410 4.1941 5.2765 0.024 -0.061 0.056
C 4.1913 -0.1797 -3.8373 -0.102 0.116 0.142
H 5.5039 2.1995 -0.1493 0.003 -0.058 0.035
```
Positions in Å, forces in eV/Å.

net charge: +2
spin multiplicity: 3
electronic energy: -105923.0077 eV
E_HOMO (spin up / spin down): -12.845 / -13.120 eV
orbital gap (spin up / spin down): 7.0 / 6.9 eV